[1]
Density functional theory data (the ωB97M-V functional and the def2-TZVPD basis) for 2 unconnected molecules or ions with the total composition C23H40Cl2IN5O11P3S2.

Calculated values
Net charge: +1
Frontier orbital gap (eV): 7.52
DFT total energy (eV): -137134.90468

Each line ends with the Mulliken charge.
Cartesian coordinates (Å):
1 C -2.46528 4.75117 1.23066  -0.7615
2 C -3.04123 3.70019 0.18111  0.0663
3 Cl -4.89629 3.73780 0.38757  -0.1864
4 C -2.58927 2.18328 0.35388  -0.7310
5 N -1.52737 1.93404 1.39437  1.3926
6 C -2.03098 1.86560 2.79471  -0.9924
7 C -2.37020 0.31842 3.16943  -0.1102
8 C -2.23691 -0.00035 4.73699  -1.0769
9 I -4.19282 -0.05309 5.69726  0.0780
10 C -0.24658 1.72778 1.17296  -2.5657
11 N 0.16335 1.70122 -0.22746  0.7934
12 P 0.27080 3.15885 -1.17711  -0.0158
13 P 1.13856 4.84482 -0.00666  1.0018
14 O 0.13677 6.00472 -0.23673  -0.6605
15 O 2.62515 5.38215 -0.64637  -0.4990
16 O 1.16807 4.55576 1.66696  -0.5984
17 C 1.06230 0.51864 -0.35239  -0.4578
18 C 1.79367 0.36847 -1.74684  -1.2968
19 C 0.91965 0.04454 -3.03338  -0.8330
20 S -0.87052 0.43772 -3.01716  0.0197
21 C -1.92022 -1.00886 -3.41610  0.4323
22 N -3.15585 -1.06885 -2.71361  -0.0106
23 N -3.76005 -2.22361 -3.11959  -0.5263
24 C -2.91147 -2.82992 -4.08606  -0.0341
25 O -1.71642 -2.07976 -4.30655  -0.2916
26 C 0.02691 -0.70183 -0.00183  0.3495
27 C 0.28412 -2.07775 -0.73995  -0.4876
28 O 1.35985 -2.62722 -1.02087  -0.4846
29 O -0.90280 -2.82173 -1.09507  -0.4040
30 C 1.96772 0.87871 0.98631  0.5652
31 C 3.18115 1.72878 0.45028  -0.9112
32 C 3.86554 2.69171 1.69216  0.4888
33 C 5.11665 3.69355 1.15999  -1.1693
34 O 5.27250 2.35518 2.06899  -0.4253
35 P 2.74803 -0.87384 1.25570  0.5702
36 O 1.93685 -1.61701 2.59720  -0.5469
37 Cl 4.77466 -0.76530 1.82404  -0.2190
38 N 0.93849 1.39853 1.90834  1.8724
39 C 1.03194 1.42637 3.36298  -0.7266
40 S 2.51482 1.04725 4.32851  1.2389
41 O 2.71075 2.17677 5.33603  -0.6809
42 O 2.27698 -0.19339 5.17830  -0.6482
43 H -2.96469 4.66256 2.26566  0.2953
44 H -2.52775 5.82081 0.82584  0.3260
45 H -1.36461 4.51379 1.39417  -0.0199
46 H -2.86811 4.06036 -0.89512  0.4590
47 H -3.50647 1.59743 0.73709  0.7253
48 H -2.35131 1.73958 -0.66413  -0.0779
49 H -1.41641 2.40026 3.58012  0.5022
50 H -3.06399 2.38046 2.82171  0.5493
51 H -1.64727 -0.40308 2.62845  -0.4069
52 H -3.41405 0.02195 2.82349  0.7352
53 H -1.77564 -1.03403 4.88353  0.4679
54 H -1.54438 0.80657 5.17948  0.4242
55 H 1.25183 3.06194 -2.24926  0.1822
56 H 2.50985 6.29008 -1.01979  0.3563
57 H 1.99583 5.00153 1.98779  0.3651
58 H 2.55473 -0.49231 -1.62556  0.3664
59 H 2.45604 1.25757 -2.06446  0.5801
60 H 1.03333 -1.08504 -3.24676  0.4552
61 H 1.38208 0.54966 -3.96144  0.4401
62 H -3.23475 -3.81948 -4.54247  0.4383
63 H -0.04514 -0.94614 1.10665  0.3662
64 H -1.01590 -0.36267 -0.36468  0.1782
65 H -0.88839 -3.67502 -0.60608  0.3632
66 H 2.92307 2.58002 -0.28485  0.1758
67 H 4.04470 1.17494 -0.03522  0.6215
68 H 3.12547 3.13061 2.52511  0.2627
69 H 4.53100 4.56238 1.69914  0.1405
70 H 6.07687 3.97378 1.68759  0.4589
71 H 2.15037 -2.57417 2.62388  0.3428
72 H 0.66869 2.47411 3.69975  0.4059
73 H 0.19884 0.73103 3.77222  -0.1406
74 H 3.72896 0.89158 3.69038  0.1268
75 C -1.02349 -8.19847 -4.13206  -0.5723
76 C -0.42747 -7.09497 -3.28721  -0.5786
77 C -0.86293 -5.85189 -4.03808  0.2619
78 O -2.11514 -6.16335 -4.66775  -0.3670
79 C -2.33235 -7.58028 -4.58099  -0.4633
80 H -1.15908 -9.13841 -3.59509  0.3357
81 H -0.38312 -8.38868 -4.99937  0.2662
82 H -0.87935 -7.10653 -2.28973  0.2728
83 H 0.65532 -7.16546 -3.17203  0.3708
84 H -0.14789 -5.59193 -4.82584  0.2372
85 H -0.98707 -4.98715 -3.38075  -0.3055
86 H -3.12546 -7.75294 -3.84576  0.2813
87 H -2.66582 -7.96047 -5.54860  0.2782


[2]
Density functional theory data (the ωB97M-V functional and the def2-TZVPD basis) for 5 unconnected molecules or ions with the total composition C23H40FNO11S.

Calculated values
ΔE to the lowest compared entry with this formula, charge and spin (kcal/mol): 0.0
Frontier orbital gap (eV): 9.17
DFT total energy (eV): -62064.66317
SMILES string: COCCCCc1cc(CCCCS(=O)(=O)O)c2c(c1CC(=O)F)C(=O)NC2=O.CO.CO.CO.CO

Each line ends with the Mulliken charge.
Cartesian coordinates (Å):
1 C -1.89216 -3.59611 -1.19443  -0.7615
2 O -0.56890 -3.48683 -0.72989  -0.3179
3 C -0.41621 -3.70337 0.66100  -0.5701
4 C 0.82760 -2.99674 1.16822  -1.0394
5 C 0.54137 -1.53889 1.57835  -0.3204
6 C 0.26129 -0.66655 0.35097  0.5184
7 C 0.15359 0.82511 0.56094  -0.0714
8 C 0.91525 1.63147 -0.28958  -0.2903
9 C 0.90898 3.01855 -0.26817  0.7750
10 C 1.68344 3.82375 -1.27411  -1.5171
11 C 0.82177 4.07568 -2.52208  -0.9209
12 C 0.71224 2.83214 -3.42847  0.4745
13 C -0.72428 2.41690 -3.76656  -1.1601
14 S -1.19546 0.79789 -3.18390  1.1397
15 O -0.01980 0.04690 -2.87961  -0.4489
16 O -2.20024 0.26635 -4.06286  -0.6971
17 O -1.89554 1.11043 -1.79088  -0.3733
18 C 0.09963 3.59683 0.69624  0.2438
19 C -0.66182 2.81540 1.55652  0.0760
20 C -0.67108 1.43614 1.50876  1.1832
21 C -1.58906 0.66357 2.41586  -1.7379
22 C -1.00266 0.42730 3.77597  0.5892
23 O -0.10460 0.97661 4.31120  -0.5056
24 F -1.69454 -0.57110 4.42986  -0.2494
25 C -1.44733 3.72840 2.43827  -0.0292
26 O -2.31790 3.46984 3.22572  -0.6059
27 N -0.98681 5.01781 2.15197  -0.1208
28 C -0.15475 5.02198 1.01767  0.0262
29 O 0.23748 6.01527 0.46838  -0.5910
30 H -2.59087 -3.05884 -0.54227  0.3099
31 H -2.21111 -4.64229 -1.25697  0.3122
32 H -1.93449 -3.14705 -2.18556  0.2293
33 H -1.29866 -3.34889 1.21165  0.2296
34 H -0.32890 -4.78184 0.85233  0.4898
35 H 1.62031 -3.03168 0.42158  0.3536
36 H 1.15832 -3.53139 2.05702  0.4508
37 H -0.30338 -1.57764 2.26476  -0.0101
38 H 1.42446 -1.13875 2.08026  0.3987
39 H -0.63281 -0.99665 -0.18766  0.0442
40 H 1.09470 -0.82088 -0.33016  -0.5652
41 H 1.54918 1.13489 -1.01497  0.1737
42 H 2.57260 3.25476 -1.55365  0.4307
43 H 1.97248 4.77848 -0.84148  0.5623
44 H -0.17396 4.35099 -2.16078  0.4200
45 H 1.18986 4.94101 -3.07219  0.3858
46 H 1.23069 1.99396 -2.96969  -0.1227
47 H 1.22003 3.03560 -4.36528  0.2987
48 H -0.88160 2.32098 -4.84057  0.3931
49 H -1.47036 3.11064 -3.38224  0.4141
50 H -2.85109 1.15144 -1.94268  0.2910
51 H -2.50370 1.23766 2.59106  0.9466
52 H -1.90496 -0.27899 1.97171  0.5258
53 H -1.58946 5.80740 2.33187  0.3012
54 C -4.40910 -2.34969 5.86623  -0.5419
55 O -4.56843 -1.79287 4.56853  -0.5197
56 H -5.34849 -2.83220 6.12546  0.2518
57 H -3.61238 -3.09869 5.88954  0.2184
58 H -4.19295 -1.57976 6.61147  0.2450
59 H -3.74025 -1.36457 4.33516  0.3412
60 C 3.05206 1.68849 -6.93526  -0.5967
61 O 2.95978 2.40990 -5.70848  -0.4104
62 H 2.11609 1.14986 -7.05902  0.2229
63 H 3.18843 2.36011 -7.78618  0.2759
64 H 3.87155 0.96657 -6.91361  0.2638
65 H 3.78694 2.88310 -5.58263  0.2496
66 C 3.22925 -0.95561 -2.27129  -0.4363
67 O 3.28801 -1.55467 -0.97889  -0.4549
68 H 2.19879 -1.03087 -2.61312  0.0797
69 H 3.51372 0.10102 -2.23652  0.1977
70 H 3.87635 -1.47383 -2.98306  0.3886
71 H 4.19192 -1.49753 -0.65816  0.2683
72 C 1.00074 -6.18650 4.62248  -0.6100
73 O 0.60599 -5.48398 3.44916  -0.3805
74 H 2.08744 -6.19558 4.63695  0.2233
75 H 0.64142 -5.69131 5.52819  0.2655
76 H 0.64090 -7.21849 4.61353  0.2436
77 H -0.35458 -5.47054 3.41810  0.2541


[3]
Density functional theory data (the ωB97M-V functional and the def2-TZVPD basis) for 5 unconnected molecules or ions with the total composition C23H40N3O8P.

Calculated values
ΔE to the lowest compared entry with this formula, charge and spin (kcal/mol): 0.0
Frontier orbital gap (eV): 6.91
DFT total energy (eV): -54637.12500
SMILES string: C=Cc1ccc2nc(P(=O)(O)O)c(OC#N)nc2c1.CC(C)O.CC(C)O.CC(C)O.CC(C)O

Each line ends with the Mulliken charge.
Cartesian coordinates (Å):
1 C -3.76894 3.99763 0.28728  -0.7404
2 C -2.89266 4.09526 -0.77666  -0.6140
3 C -1.42800 4.00924 -0.49315  1.1753
4 C -0.49783 4.80750 -1.23624  -0.7130
5 C 0.83275 4.72060 -0.93350  -0.5457
6 C 1.32126 3.86371 0.08946  0.2218
7 N 2.64844 3.83859 0.35295  -0.5025
8 C 3.00990 3.03747 1.33673  -0.1966
9 P 4.79703 3.00719 1.74425  1.0590
10 O 5.22659 1.80067 2.45457  -0.6401
11 O 5.58823 3.11862 0.33985  -0.4876
12 O 5.06992 4.36685 2.58209  -0.5502
13 C 2.04649 2.26066 2.04473  0.7864
14 O 2.52466 1.44246 3.08899  -0.4092
15 C 2.36041 0.18598 2.76438  0.5703
16 N 2.39975 -0.92354 2.45917  -0.5243
17 N 0.76933 2.21976 1.83301  -0.4217
18 C 0.40981 3.06850 0.82463  0.0614
19 C -0.96211 3.15921 0.49048  -0.1582
20 H -3.79396 3.06499 0.85474  0.2841
21 H -4.38981 4.82744 0.62060  0.2501
22 H -3.25540 4.21838 -1.79718  0.3773
23 H -0.83844 5.48064 -2.01382  0.4372
24 H 1.52701 5.34470 -1.48608  0.4661
25 H 6.48125 3.42139 0.56019  0.3263
26 H 4.23875 4.73395 2.90512  0.3617
27 H -1.66651 2.54211 1.03556  0.1207
28 C 0.53063 -2.48438 -1.11498  -1.2510
29 C -0.03758 -1.07446 -1.16809  0.3713
30 C 0.90991 -0.11999 -1.87940  -1.3095
31 O -0.27971 -0.60254 0.15764  0.1629
32 H 1.47463 -2.49729 -0.56582  0.2494
33 H -0.15730 -3.15402 -0.59429  0.3251
34 H 0.70713 -2.87768 -2.11776  0.4211
35 H -1.00029 -1.08671 -1.68131  0.3065
36 H 1.86522 -0.06099 -1.35247  0.1763
37 H 0.48918 0.88893 -1.90330  0.3026
38 H 1.10104 -0.44185 -2.90475  0.4101
39 H 0.55931 -0.58196 0.63557  -0.1110
40 C -5.01452 -0.92373 -0.72935  -0.9466
41 C -4.66892 -2.24369 -1.40447  0.3651
42 C -5.01411 -3.43309 -0.52088  -1.0444
43 O -3.27794 -2.26929 -1.72042  -0.4887
44 H -4.44589 -0.80606 0.19661  -0.0702
45 H -4.75199 -0.08386 -1.37463  0.3292
46 H -6.07889 -0.86431 -0.49458  0.4108
47 H -5.20861 -2.31883 -2.34990  0.3063
48 H -4.44403 -3.39636 0.40949  0.1580
49 H -4.75266 -4.36671 -1.02104  0.3248
50 H -6.07866 -3.45417 -0.27826  0.3863
51 H -2.78918 -2.20392 -0.89037  0.2750
52 C -3.52029 -1.73880 4.59078  -1.3946
53 C -2.72497 -2.31074 3.42691  0.2814
54 C -1.56436 -1.40687 3.04624  -0.8166
55 O -3.58031 -2.48531 2.29573  -0.4248
56 H -3.94361 -0.76561 4.32521  0.3333
57 H -4.35484 -2.39428 4.84434  0.3533
58 H -2.89332 -1.61475 5.47490  0.3933
59 H -2.34979 -3.29977 3.69285  0.3634
60 H -1.92681 -0.42427 2.72958  0.0826
61 H -1.01284 -1.82643 2.20706  0.1133
62 H -0.87702 -1.27042 3.88349  0.4221
63 H -3.91788 -1.61846 2.04690  0.2333
64 C 4.62093 -3.65016 -3.06126  -1.4210
65 C 4.05662 -2.23832 -3.10702  0.6501
66 C 5.00135 -1.28769 -3.82697  -1.4235
67 O 3.81738 -1.77039 -1.78168  -0.4207
68 H 5.56876 -3.66744 -2.51625  0.3491
69 H 3.93612 -4.31802 -2.53735  0.3355
70 H 4.79091 -4.04230 -4.06539  0.3884
71 H 3.08970 -2.24691 -3.61338  0.2071
72 H 5.96093 -1.23187 -3.30564  0.3507
73 H 4.58638 -0.27904 -3.84642  0.3326
74 H 5.18256 -1.61030 -4.85366  0.3862
75 H 4.65972 -1.75485 -1.31438  0.2716


Highest occupied orbital energy, respectively: -11.4; -9.4; -8.4 eV.
Max |F|, respectively: 0.1788; 0.0147; 0.0380 Eh/bohr.